Entry 1:
DFT (ωB97M-V/def2-TZVPD) results for a cluster of 2 separate species, COP2 in total.

Computed properties:
Relative energy (zero: lowest compared OMol25 entry of this formula, charge and spin) = 3.32 kcal/mol
LUMO energy = -0.81 eV
Frontier orbital gap = 9.01 eV

XYZ file:
```
4
COP2, DFT ωB97M-V/def2-TZVPD
C 1.11 0.66 -0.46
O 0.66 -0.20 0.10
P -3.35 -0.61 -0.74
P -2.85 0.29 0.94
```



Entry 2:
DFT (ωB97M-V/def2-TZVPD) results for a structure of composition C19H21N10S4Sn.

Computed properties:
Relative energy (zero: lowest compared OMol25 entry of this formula, charge and spin) = 4.73 kcal/mol
LUMO energy = -8.67 eV
Net charge = +3
Frontier orbital gap = 7.53 eV

XYZ file:
```
55
C19H21N10S4Sn, DFT ωB97M-V/def2-TZVPD
Sn 1.10 -2.04 -0.81
C -3.67 -1.98 0.56
C -2.30 -1.45 0.28
N -1.32 -1.44 1.09
N -1.52 -1.88 2.37
C -0.64 -1.61 3.33
N -0.85 -2.07 4.55
S 0.91 -0.77 3.18
C -2.04 -0.72 -1.00
C -3.11 -0.09 -1.62
C -2.89 0.77 -2.68
C -1.59 0.98 -3.10
C -0.58 0.28 -2.47
N -0.78 -0.57 -1.45
H -3.65 -2.86 1.21
H -4.16 -2.30 -0.36
H -4.30 -1.22 1.03
H -2.41 -2.31 2.63
H -1.64 -2.66 4.78
H -0.24 -1.82 5.31
H -4.12 -0.24 -1.25
H -3.72 1.28 -3.16
H -1.35 1.66 -3.90
H 0.44 0.41 -2.79
N 4.00 -1.26 1.25
C 4.02 -0.76 -0.01
N 3.12 -1.07 -0.94
C 3.43 -0.46 -2.16
C 4.50 0.36 -2.12
S 5.22 0.34 -0.55
C 2.59 -0.84 -3.28
C 2.66 -0.49 -4.57
S 1.42 -1.28 -5.49
C 0.86 -2.04 -4.06
N 1.54 -1.72 -2.97
N -0.20 -2.87 -4.06
H 3.64 -2.20 1.37
H 4.77 -1.04 1.86
H 4.94 0.94 -2.91
H 3.36 0.17 -5.06
H -0.61 -3.16 -4.94
H -0.32 -3.54 -3.31
C -1.84 3.52 4.14
C -0.74 3.33 3.16
C -0.06 4.40 2.57
C 0.92 4.12 1.65
N 1.26 2.87 1.33
C 0.56 1.95 1.95
S 1.05 0.28 1.47
N -0.43 2.07 2.80
H -1.78 4.50 4.62
H -1.80 2.74 4.90
H -2.80 3.45 3.64
H -0.30 5.42 2.84
H 1.48 4.92 1.16
```



Entry 3:
DFT (ωB97M-V/def2-TZVPD) results for the ion C6H15N4 with charge +1.

Computed properties:
Relative energy (zero: lowest compared OMol25 entry of this formula, charge and spin) = 51.38 kcal/mol
LUMO energy = -2.67 eV
Structure (SMILES) = CN(C)[C@@H]1[NH+]=CNCN1C
Net charge = +1
Frontier orbital gap = 10.27 eV

XYZ file:
```
25
C6H15N4, DFT ωB97M-V/def2-TZVPD
C 1.74 -1.46 0.14
C -1.15 1.38 0.91
C 0.08 0.12 -0.70
C -0.54 -2.38 0.12
C 1.84 0.91 0.80
C -1.39 1.86 -1.39
N 0.67 -2.49 0.48
N 1.06 -0.16 0.23
N -0.56 1.28 -0.37
N -1.03 -1.27 -0.35
H 2.44 -1.33 0.98
H 1.94 -1.80 -0.82
H -2.22 0.87 0.89
H -0.68 0.75 1.63
H 0.39 -0.13 -1.73
H -1.21 -3.22 0.25
H 1.72 0.79 1.83
H 2.87 0.67 0.53
H 1.52 1.86 0.29
H -2.46 1.39 -1.22
H -1.47 2.96 -1.42
H -1.22 1.45 -2.45
H 0.96 -3.21 1.02
H -1.30 2.36 1.15
H -2.00 -1.18 -0.81
```



Entry 4:
DFT (ωB97M-V/def2-TZVPD) results for a structure of composition C52H49N3OP2S2SiTeTi.

Computed properties:
Relative energy (zero: lowest compared OMol25 entry of this formula, charge and spin) = 56.41 kcal/mol
LUMO energy (alpha / beta) = 4.05 / 4.04 eV
Spin multiplicity = 3
Net charge = -2
Frontier orbital gap (alpha / beta) = 4.21 / 5.32 eV

XYZ file:
```
112
C52H49N3OP2S2SiTeTi, DFT ωB97M-V/def2-TZVPD
Ti -0.57 0.38 0.77
C -0.39 -3.63 -0.46
Si -0.80 -2.33 0.91
C -2.62 -2.86 1.29
C -3.04 -4.19 1.40
C -4.36 -4.54 1.63
C -5.33 -3.56 1.73
C -4.96 -2.23 1.58
C -3.62 -1.88 1.38
P -3.17 -0.15 0.99
C -4.04 0.89 2.22
C -4.61 0.38 3.39
C -5.21 1.21 4.31
C -5.25 2.59 4.10
C -4.68 3.11 2.95
C -4.08 2.27 2.02
C -4.29 0.04 -0.48
C -5.42 0.86 -0.57
C -6.12 0.97 -1.77
C -5.72 0.27 -2.89
C -4.60 -0.55 -2.81
C -3.90 -0.66 -1.62
C 0.21 -3.06 2.39
C 0.12 -4.38 2.84
C 0.90 -4.84 3.90
C 1.82 -4.00 4.50
C 1.95 -2.70 4.04
C 1.14 -2.22 3.01
P 1.37 -0.55 2.29
C 1.86 0.52 3.71
C 1.41 0.30 5.01
C 1.75 1.17 6.04
C 2.55 2.28 5.78
C 3.00 2.51 4.49
C 2.66 1.63 3.47
C 3.10 -0.98 1.64
C 4.34 -0.71 2.21
C 5.52 -1.13 1.61
C 5.49 -1.85 0.42
C 4.26 -2.14 -0.16
C 3.09 -1.71 0.45
H -0.52 -4.67 -0.13
H 0.64 -3.53 -0.80
H -1.04 -3.47 -1.33
H -2.31 -4.99 1.29
H -4.63 -5.59 1.72
H -6.37 -3.82 1.89
H -5.72 -1.46 1.61
H -4.54 -0.68 3.59
H -5.64 0.79 5.22
H -5.71 3.24 4.83
H -4.67 4.18 2.79
H -3.59 2.69 1.15
H -5.74 1.42 0.30
H -6.99 1.62 -1.81
H -6.26 0.37 -3.82
H -4.25 -1.09 -3.68
H -3.02 -1.29 -1.57
H -0.57 -5.06 2.37
H 0.79 -5.87 4.23
H 2.44 -4.36 5.31
H 2.69 -2.05 4.48
H 0.74 -0.53 5.20
H 1.38 0.99 7.04
H 2.81 2.96 6.59
H 3.61 3.38 4.28
H 2.99 1.82 2.46
H 4.39 -0.16 3.14
H 6.48 -0.88 2.06
H 6.41 -2.15 -0.06
H 4.21 -2.70 -1.08
H 2.13 -1.94 -0.01
C 0.26 3.24 1.89
C 0.77 2.23 0.89
S -1.18 -0.04 3.06
C 1.58 2.66 -0.10
C 1.98 4.05 -0.53
S 2.22 1.81 -3.50
H 0.07 2.77 2.85
H -0.71 3.61 1.53
H 0.92 4.10 2.03
H 2.08 4.71 0.33
H 1.22 4.47 -1.20
H 2.92 4.05 -1.09
C -3.10 3.53 -2.02
N -2.32 2.35 -2.30
C -2.18 1.86 -3.61
C -1.46 0.70 -3.79
C -0.86 0.09 -2.72
N -0.97 0.62 -1.44
C -1.70 1.72 -1.26
O -1.82 2.20 -0.09
N -0.08 -1.07 -2.85
H -3.57 3.86 -2.95
H -2.48 4.34 -1.63
H -3.89 3.32 -1.29
H -2.70 2.41 -4.39
H -1.34 0.28 -4.78
H 0.78 -0.88 -3.36
H 0.15 -1.44 -1.93
Te 2.23 1.10 -1.33
C 4.31 1.49 -0.95
C 4.72 2.13 0.21
C 6.08 2.36 0.43
C 7.02 1.94 -0.50
C 6.60 1.31 -1.66
C 5.25 1.09 -1.89
H 3.99 2.46 0.93
H 6.39 2.86 1.34
H 8.07 2.11 -0.32
H 7.33 0.98 -2.39
H 4.91 0.63 -2.81
```



Entry 5:
DFT (ωB97M-V/def2-TZVPD) results for a structure of composition C24H31CuN4O5SeSi.

Computed properties:
Relative energy (zero: lowest compared OMol25 entry of this formula, charge and spin) = 0.00 kcal/mol
LUMO energy = 4.26 eV
Net charge = -2
Frontier orbital gap = 4.67 eV

XYZ file:
```
67
C24H31CuN4O5SeSi, DFT ωB97M-V/def2-TZVPD
Cu -0.66 0.10 2.24
C -1.31 -1.48 1.08
Si -0.24 -1.66 -0.33
C 1.57 -1.44 0.18
N 1.78 -0.13 0.74
C 2.46 -0.03 2.00
C 3.98 0.09 1.86
C 4.34 1.16 0.81
C 3.09 1.90 0.33
C 2.08 0.90 -0.22
C -0.57 -0.40 -1.72
C 0.18 -0.38 -2.90
C -0.03 0.57 -3.88
C -1.01 1.53 -3.71
C -1.77 1.53 -2.55
C -1.55 0.57 -1.57
C -0.21 -3.35 -1.27
C -0.85 -3.57 -2.49
C -0.86 -4.81 -3.10
C -0.22 -5.88 -2.51
C 0.43 -5.70 -1.30
C 0.43 -4.45 -0.69
H -1.17 -2.28 1.81
H -2.38 -1.40 0.86
H 2.28 -1.68 -0.64
H 1.74 -2.18 0.96
H 2.16 -0.89 2.61
H 2.06 0.83 2.56
H 4.40 -0.88 1.56
H 4.42 0.33 2.83
H 4.81 0.69 -0.06
H 5.08 1.87 1.21
H 3.35 2.62 -0.45
H 2.64 2.47 1.15
H 2.52 0.45 -1.13
H 1.17 1.43 -0.55
H 0.95 -1.13 -3.05
H 0.57 0.56 -4.78
H -1.18 2.28 -4.48
H -2.54 2.28 -2.41
H -2.12 0.59 -0.66
H -1.35 -2.74 -2.98
H -1.37 -4.94 -4.05
H -0.22 -6.86 -2.98
H 0.93 -6.53 -0.81
H 0.92 -4.34 0.26
C -1.03 4.33 -1.19
N -1.70 3.54 -0.20
C -3.06 3.41 -0.21
C -3.70 2.62 0.69
C -2.87 1.95 1.65
N -1.54 2.00 1.59
C -0.89 2.80 0.71
O 0.31 2.89 0.60
N -3.41 1.27 2.68
H -1.64 5.21 -1.42
H -0.86 3.76 -2.10
H -0.06 4.64 -0.79
H -3.59 3.96 -0.98
H -4.78 2.52 0.70
H -4.38 1.00 2.61
H -2.79 0.75 3.34
O -0.49 0.37 6.35
Se -0.54 -0.46 4.95
O -0.24 -2.06 5.14
O 0.55 0.19 3.88
O -2.04 -0.27 4.25
```



Entry 6:
DFT (ωB97M-V/def2-TZVPD) results for a cluster of 2 separate species, C7H9N5OS in total.

Computed properties:
Relative energy (zero: lowest compared OMol25 entry of this formula, charge and spin) = 131.92 kcal/mol
LUMO energy (alpha / beta) = -0.86 / -0.89 eV
Frontier orbital gap (alpha / beta) = 7.73 / 7.68 eV

XYZ file:
```
23
C7H9N5OS, DFT ωB97M-V/def2-TZVPD
C 0.07 0.87 3.44
C 0.00 2.47 1.96
C -0.62 -3.01 -1.19
C 0.10 -1.98 -1.65
C -0.17 -1.13 0.40
C -0.57 1.10 -1.63
C 0.68 0.41 -1.27
N -0.78 1.74 3.83
N -0.76 2.79 2.97
N 1.40 0.47 1.57
N 0.56 1.23 2.14
N 0.28 -0.96 -0.81
O 0.68 -1.95 -2.88
S -1.11 -2.63 0.43
H 0.21 -0.18 3.89
H 0.23 2.98 1.03
H -0.92 -4.01 -1.49
H -0.26 2.07 -1.95
H -1.05 0.44 -2.39
H -1.35 1.28 -0.76
H 1.24 0.12 -2.06
H 1.27 0.69 -0.49
H 0.88 -2.83 -3.12
```



Entry 7:
DFT (ωB97M-V/def2-TZVPD) results for a cluster of 2 separate species, C4H8O2S in total.

Computed properties:
Relative energy (zero: lowest compared OMol25 entry of this formula, charge and spin) = 91.29 kcal/mol
LUMO energy (alpha / beta) = 0.60 / 0.42 eV
Frontier orbital gap (alpha / beta) = 7.72 / 7.23 eV

XYZ file:
```
15
C4H8O2S, DFT ωB97M-V/def2-TZVPD
C -1.13 0.49 0.50
C -2.06 -0.50 1.19
C 1.19 -0.89 -1.49
C 1.13 0.18 -0.46
O -1.21 1.68 0.29
O 0.91 1.44 -0.90
S 1.98 0.02 1.08
H -1.88 -1.49 0.81
H -1.81 -0.34 2.22
H -3.15 -0.13 0.96
H 2.33 -0.94 -1.82
H 0.98 -1.92 -1.18
H 0.67 -0.68 -2.43
H 0.39 1.90 -0.27
H 1.64 1.19 1.50
```



Entry 8:
DFT (ωB97M-V/def2-TZVPD) results for the molecule HINOP.

Computed properties:
Relative energy (zero: lowest compared OMol25 entry of this formula, charge and spin) = 45.44 kcal/mol
LUMO energy (alpha / beta) = -2.21 / -2.04 eV
Structure (SMILES) = O=NPI
Frontier orbital gap (alpha / beta) = 7.79 / 7.73 eV

XYZ file:
```
5
HINOP, DFT ωB97M-V/def2-TZVPD
N 0.23 1.07 -0.04
O 1.59 1.45 -0.22
P -0.02 -0.39 0.71
I -2.25 -1.02 -0.01
H 0.45 -1.11 -0.44
```



Entry 9:
DFT (ωB97M-V/def2-TZVPD) results for the molecule C24H30N4O4S.

Computed properties:
Relative energy (zero: lowest compared OMol25 entry of this formula, charge and spin) = 40.60 kcal/mol
LUMO energy = 0.37 eV
Structure (SMILES) = Cc1cccc(N2CCN(C(=O)CCNS(=O)(=O)c3ccc4c(c3)CCC(=O)N4)CC2)c1C
Frontier orbital gap = 8.19 eV

XYZ file:
```
63
C24H30N4O4S, DFT ωB97M-V/def2-TZVPD
C 0.81 6.80 0.49
C 1.96 5.84 0.63
C 3.24 6.25 0.32
C 4.31 5.40 0.48
C 4.10 4.10 0.91
C 2.82 3.64 1.19
C 1.74 4.54 1.10
C 0.36 4.14 1.55
H 0.42 3.25 2.18
H -0.09 4.94 2.13
H -0.29 3.93 0.71
N 2.56 2.33 1.63
C 1.77 1.48 0.77
H 1.08 2.07 0.19
C 2.65 0.66 -0.19
N 3.59 -0.13 0.57
C 3.66 -1.47 0.69
O 4.44 -2.00 1.47
C 2.73 -2.31 -0.17
C 1.35 -2.45 0.49
N 0.41 -3.17 -0.34
S -0.16 -2.36 -1.71
O 0.22 -0.98 -1.61
O 0.21 -3.11 -2.87
C -1.92 -2.50 -1.46
C -2.59 -3.59 -1.96
C -3.95 -3.71 -1.73
C -4.62 -2.73 -1.01
C -3.94 -1.61 -0.53
C -2.58 -1.51 -0.75
H -2.01 -0.65 -0.41
C -4.73 -0.55 0.18
C -5.85 -1.20 0.99
C -6.70 -2.12 0.14
O -7.89 -2.28 0.27
N -5.99 -2.83 -0.79
H -6.50 -3.54 -1.30
H -6.50 -0.45 1.44
H -5.43 -1.80 1.80
H -4.09 0.04 0.83
H -5.17 0.12 -0.56
H -4.50 -4.56 -2.11
H -2.05 -4.33 -2.52
H 0.74 -4.08 -0.61
H 0.91 -1.47 0.66
H 1.44 -2.97 1.44
H 2.61 -1.89 -1.17
H 3.19 -3.30 -0.26
C 4.45 0.71 1.38
H 5.10 0.06 1.97
C 3.59 1.58 2.31
H 4.23 2.27 2.88
H 3.09 0.92 3.03
H 5.06 1.33 0.72
H 2.00 0.04 -0.82
H 3.21 1.35 -0.83
H 1.20 0.78 1.41
H 4.95 3.44 1.01
H 5.32 5.73 0.26
H 3.41 7.26 -0.04
H 0.42 7.07 1.46
H 1.14 7.70 -0.01
H 0.00 6.35 -0.09
```



Entry 10:
DFT (ωB97M-V/def2-TZVPD) results for the molecule C4H6N2O.

Computed properties:
Relative energy (zero: lowest compared OMol25 entry of this formula, charge and spin) = 130.85 kcal/mol
LUMO energy = 0.97 eV
Structure (SMILES) = [H]/N=C/N1C=C1OC
Frontier orbital gap = 9.33 eV

XYZ file:
```
13
C4H6N2O, DFT ωB97M-V/def2-TZVPD
C -2.35 0.00 -0.21
O -1.10 -0.61 0.17
C -0.06 0.13 -0.13
C 0.52 1.19 -0.54
N 1.43 0.09 -0.84
C 2.19 -0.47 0.20
N 1.53 -1.07 1.10
H -2.50 0.93 0.34
H -3.14 -0.71 0.06
H -2.36 0.19 -1.28
H 0.48 2.21 -0.86
H 3.28 -0.44 0.12
H 2.10 -1.44 1.85
```



Entry 11:
DFT (ωB97M-V/def2-TZVPD) results for the molecule C4H10N2O.

Computed properties:
Relative energy (zero: lowest compared OMol25 entry of this formula, charge and spin) = 57.37 kcal/mol
LUMO energy = 0.89 eV
Structure (SMILES) = CCNCC(N)=O
Frontier orbital gap = 9.59 eV

XYZ file:
```
17
C4H10N2O, DFT ωB97M-V/def2-TZVPD
C -1.20 -1.56 -1.53
C -0.82 -0.41 -0.51
N 0.29 -0.77 0.38
C 0.71 0.11 1.46
C 0.54 1.57 1.05
N 1.08 1.87 -0.20
O 0.20 2.39 1.92
H -0.63 -1.67 -2.40
H -1.18 -2.55 -1.16
H -2.35 -1.41 -1.78
H -0.36 0.39 -1.14
H -1.72 -0.19 0.22
H 0.51 -1.72 0.58
H 0.44 -0.07 2.56
H 1.77 0.10 1.71
H 1.25 1.09 -0.80
H 1.49 2.83 -0.36
```



Entry 12:
DFT (ωB97M-V/def2-TZVPD) results for the molecule C4H6O2.

Computed properties:
Relative energy (zero: lowest compared OMol25 entry of this formula, charge and spin) = 45.77 kcal/mol
LUMO energy = 1.04 eV
Structure (SMILES) = O=COC1CC1
Frontier orbital gap = 11.49 eV

XYZ file:
```
12
C4H6O2, DFT ωB97M-V/def2-TZVPD
O 1.58 0.67 2.13
C 0.56 0.10 1.90
C -0.48 -0.47 -0.01
C -0.31 0.76 -0.89
C 0.13 -0.60 -1.35
O 0.46 -0.85 0.97
H -0.43 0.31 2.34
H -1.51 -0.66 0.30
H 0.43 1.54 -0.67
H -1.24 1.11 -1.32
H 1.21 -0.73 -1.32
H -0.39 -1.19 -2.08
```



Entry 13:
DFT (ωB97M-V/def2-TZVPD) results for a cluster of 2 separate species, CH3IO in total.

Computed properties:
Relative energy (zero: lowest compared OMol25 entry of this formula, charge and spin) = 78.79 kcal/mol
LUMO energy = -0.97 eV
Frontier orbital gap = 7.63 eV

XYZ file:
```
6
CH3IO, DFT ωB97M-V/def2-TZVPD
C 1.02 0.79 0.17
O -1.28 -0.79 -0.14
I 3.01 0.78 -0.24
H 0.84 0.12 1.03
H -1.95 -1.08 -0.77
H -1.63 0.17 -0.05
```



Entry 14:
DFT (ωB97M-V/def2-TZVPD) results for the ion C2H7ClN3 with charge +1.

Computed properties:
Relative energy (zero: lowest compared OMol25 entry of this formula, charge and spin) = 86.33 kcal/mol
LUMO energy = -3.72 eV
Structure (SMILES) = [NH3+][C@@H]1NN[C@H]1Cl
Net charge = +1
Frontier orbital gap = 9.70 eV

XYZ file:
```
13
C2H7ClN3, DFT ωB97M-V/def2-TZVPD
C 0.06 0.30 0.58
C 0.69 0.57 -0.84
N -1.22 0.75 0.10
N -0.64 0.69 -1.31
N 0.13 -1.38 0.89
Cl 1.85 1.96 -0.84
H 0.57 0.59 1.46
H 1.19 -0.24 -1.27
H -2.14 0.71 0.35
H -0.85 1.38 -2.01
H 0.54 -1.59 1.71
H 0.62 -1.95 0.17
H -0.79 -1.79 1.01
```



Entry 15:
DFT (ωB97M-V/def2-TZVPD) results for the molecule C2H6OSi.

Computed properties:
Relative energy (zero: lowest compared OMol25 entry of this formula, charge and spin) = 57.88 kcal/mol
LUMO energy = 0.58 eV
Structure (SMILES) = CC(=O)[SiH3]
Frontier orbital gap = 9.65 eV

XYZ file:
```
10
C2H6OSi, DFT ωB97M-V/def2-TZVPD
C 0.53 0.15 -0.56
C 1.17 0.52 0.98
O 1.03 0.56 -1.57
Si -1.33 -0.61 -0.65
H 1.42 1.57 0.84
H 1.98 -0.21 1.06
H 0.58 0.45 1.94
H -1.65 -2.07 -0.22
H -2.31 0.10 0.28
H -1.42 -0.47 -2.11
```



Entry 16:
DFT (ωB97M-V/def2-TZVPD) results for the ion C4H9N2 with charge +1.

Computed properties:
Relative energy (zero: lowest compared OMol25 entry of this formula, charge and spin) = 68.72 kcal/mol
LUMO energy = -4.74 eV
Structure (SMILES) = C=[N+]1CCNC1
Net charge = +1
Frontier orbital gap = 9.95 eV

XYZ file:
```
15
C4H9N2, DFT ωB97M-V/def2-TZVPD
C 1.96 -0.22 -0.17
C -1.27 0.70 -0.21
C 0.08 1.08 0.22
C -0.35 -1.34 -0.07
N -1.45 -0.65 0.22
N 0.76 -0.11 0.10
H 2.45 -1.04 -0.36
H 2.54 0.72 -0.10
H -2.03 1.39 0.08
H -1.30 0.74 -1.23
H 0.41 1.87 -0.43
H 0.09 1.54 1.33
H -0.11 -2.34 0.51
H -0.18 -1.63 -1.16
H -1.61 -0.70 1.26
```



Entry 17:
DFT (ωB97M-V/def2-TZVPD) results for a structure of composition C14H10ErNO3P.

Computed properties:
Relative energy (zero: lowest compared OMol25 entry of this formula, charge and spin) = 0.00 kcal/mol
LUMO energy (alpha / beta) = -11.53 / -13.43 eV
Spin multiplicity = 4
Net charge = +3
Frontier orbital gap (alpha / beta) = 6.72 / 4.82 eV

XYZ file:
```
30
C14H10ErNO3P, DFT ωB97M-V/def2-TZVPD
N -3.52 -3.32 -0.60
P -3.05 -3.00 0.98
O -4.17 -2.04 1.56
C -1.45 -2.09 0.91
C -0.21 -2.72 0.84
C 0.96 -2.01 0.74
C 0.92 -0.52 0.72
C -0.33 0.03 0.80
C -1.50 -0.70 0.91
C -0.35 1.58 0.73
O -1.06 2.25 1.45
C 0.63 2.14 -0.27
C 0.34 3.18 -1.10
C 1.31 3.64 -1.98
C 2.58 3.10 -2.02
C 2.89 2.05 -1.19
C 1.92 1.56 -0.33
C 2.17 0.43 0.56
O 3.25 0.21 1.10
H -2.97 -2.75 -1.26
H -3.40 -4.30 -0.86
H -4.46 -1.47 0.82
H -0.14 -3.81 0.83
H 1.97 -2.51 0.65
H -2.45 -0.17 0.98
H -0.66 3.61 -1.08
H 1.12 4.45 -2.68
H 3.34 3.50 -2.70
H 3.87 1.57 -1.17
Er 2.46 -1.88 2.64
```